Formula: C30H51BN15RbS
Source: OMol25
Level of theory: the ωB97M-V functional and the def2-TZVPD basis

Frontier orbital gap (spin up / spin down): 8.3 / 3.8 eV
Highest occupied orbital energy (spin up / spin down): -10.427 / -10.427 eV
Largest force on an atom: 0.487 eV/Å
Net charge: +1
DFT total energy: -2442.06751 Eh
Expectation value of S²: 0.7583
Molecular weight: 750.19 g mol⁻¹
Spin multiplicity: 2
Energy relative to the best compared isomer or geometry (same formula, charge and spin): 122.6 kJ/mol

Last column: Mulliken charge in e.
Geometry (Å):
1 Rb -0.42 0.17 0.16  1.445
2 C 3.35 1.79 -1.21  -0.269
3 C 2.10 2.38 -1.86  -1.103
4 N 0.91 1.55 -1.72  0.677
5 C 0.44 0.85 -2.91  -0.702
6 C 1.28 -0.39 -3.19  -1.253
7 N 1.15 -1.44 -2.17  0.559
8 C 2.25 -2.38 -2.09  -0.810
9 C 1.99 -3.54 -1.14  -0.825
10 C 1.17 -3.14 0.09  -0.440
11 N 1.58 -1.89 0.67  0.941
12 C 2.88 -1.77 1.33  -1.137
13 C 3.63 -0.50 0.93  -0.803
14 N 2.76 0.67 0.98  0.206
15 C 3.37 1.84 0.32  -0.813
16 H 4.22 2.35 -1.58  0.473
17 H 3.49 0.76 -1.55  -0.100
18 H 2.31 2.58 -2.92  0.380
19 H 1.89 3.35 -1.41  0.402
20 H 0.17 2.08 -1.29  -0.277
21 H 0.47 1.49 -3.80  0.369
22 H -0.60 0.55 -2.75  0.158
23 H 2.34 -0.14 -3.27  0.566
24 H 0.97 -0.83 -4.15  0.396
25 H 0.23 -1.88 -2.17  -0.144
26 H 3.14 -1.81 -1.82  0.286
27 H 2.44 -2.80 -3.09  0.518
28 H 2.95 -3.98 -0.87  0.414
29 H 1.42 -4.34 -1.63  0.505
30 H 1.25 -3.95 0.83  0.425
31 H 0.12 -3.03 -0.15  -0.371
32 H 0.83 -1.48 1.22  0.046
33 H 3.48 -2.65 1.10  0.429
34 H 2.69 -1.76 2.40  0.314
35 H 3.98 -0.61 -0.10  0.303
36 H 4.52 -0.41 1.56  0.433
37 H 2.56 0.93 1.94  0.180
38 H 4.41 1.96 0.66  0.477
39 H 2.82 2.72 0.67  0.205
40 C -1.81 -3.98 -1.51  -1.115
41 C -2.69 -3.11 -0.67  0.591
42 C -4.03 -3.35 -0.34  -1.793
43 C -4.40 -2.27 0.41  -0.134
44 N -3.34 -1.44 0.51  0.854
45 N -2.27 -1.96 -0.17  -0.560
46 B -3.42 -0.05 1.21  -1.545
47 N -2.39 0.09 2.44  3.470
48 C -2.62 0.88 3.50  -0.420
49 C -1.69 0.59 4.48  -1.788
50 C -0.89 -0.41 3.91  0.302
51 C 0.26 -1.14 4.52  -1.064
52 N -1.30 -0.71 2.68  -1.074
53 N -3.24 1.13 0.23  3.074
54 C -3.66 2.40 0.48  -0.427
55 C -3.50 3.14 -0.65  -1.516
56 C -2.96 2.24 -1.59  0.676
57 C -2.60 2.52 -3.01  -1.494
58 N -2.81 1.03 -1.07  -1.144
59 N -4.81 0.04 1.85  0.412
60 C -5.23 -0.58 2.99  -0.378
61 C -6.59 -0.50 3.03  -1.204
62 C -6.94 0.17 1.83  0.731
63 C -8.31 0.53 1.34  -1.352
64 N -5.87 0.47 1.12  -1.241
65 H -2.41 -4.59 -2.19  0.471
66 H -1.22 -4.68 -0.91  0.213
67 H -1.13 -3.40 -2.13  0.192
68 H -4.64 -4.19 -0.63  0.466
69 H -5.35 -2.02 0.85  0.387
70 H -3.46 1.56 3.52  0.588
71 H -1.62 1.02 5.46  0.500
72 H 0.64 -0.61 5.39  0.391
73 H 1.09 -1.25 3.82  -0.081
74 H -0.03 -2.14 4.84  0.342
75 H -4.09 2.66 1.43  0.539
76 H -3.74 4.18 -0.79  0.535
77 H -3.39 3.07 -3.51  0.493
78 H -2.46 1.58 -3.56  0.325
79 H -1.69 3.11 -3.09  0.166
80 H -4.53 -1.03 3.67  0.507
81 H -7.25 -0.87 3.80  0.431
82 H -9.08 0.14 2.01  0.377
83 H -8.49 0.14 0.34  0.300
84 H -8.43 1.62 1.29  0.288
85 C 0.45 7.69 0.58  -1.181
86 C -0.73 6.74 0.41  -0.446
87 C -0.44 5.35 0.88  0.374
88 N -0.51 4.31 0.13  -0.638
89 N -0.19 3.14 0.80  0.440
90 C 0.14 3.35 2.04  -0.042
91 N 0.59 2.35 2.87  0.006
92 S 0.04 5.00 2.52  -0.275
93 H 0.21 8.68 0.19  0.367
94 H 1.33 7.32 0.04  0.320
95 H 0.73 7.82 1.63  0.359
96 H -1.02 6.65 -0.63  0.274
97 H -1.60 7.12 0.96  0.298
98 H 0.27 1.43 2.62  -0.566
99 H 0.48 2.51 3.86  0.362



Formula: C30H51Cl2Sb2Ti
Source: OMol25
Level of theory: the ωB97M-V functional and the def2-TZVPD basis

Frontier orbital gap (spin up / spin down): 6.8 / 6.9 eV
Highest occupied orbital energy (spin up / spin down): -13.394 / -13.400 eV
Largest force on an atom: 2.332 eV/Å
Net charge: +2
DFT total energy: -3423.43659 Eh
Expectation value of S²: 0.7616
Molecular weight: 774.03 g mol⁻¹
Spin multiplicity: 2
Energy relative to the best compared isomer or geometry (same formula, charge and spin): 0.0 kJ/mol

Last column: Mulliken charge in e.
Geometry (Å):
1 Ti 0.22 0.04 0.63  0.126
2 C -0.55 1.81 -0.38  -0.935
3 C -0.24 2.63 0.76  0.672
4 C 1.24 2.57 0.87  0.761
5 C 1.68 1.71 -0.19  -0.754
6 C 0.61 1.30 -1.01  0.197
7 C 0.69 1.19 -2.59  1.684
8 C 1.04 2.60 -3.06  -1.476
9 C 1.87 0.35 -2.97  -1.217
10 C -0.66 0.87 -3.22  -1.584
11 C 2.24 3.39 1.74  2.351
12 C 2.13 4.89 1.46  -2.018
13 C 2.12 3.16 3.25  -1.687
14 C 3.67 3.00 1.32  -1.915
15 C -1.25 3.56 1.40  1.709
16 C -2.68 3.04 1.20  -1.826
17 C -1.11 4.90 0.72  -1.694
18 C -1.12 3.82 2.92  -1.350
19 H -1.57 1.69 -0.71  0.491
20 H 2.73 1.52 -0.40  0.315
21 H 2.04 2.97 -2.75  0.281
22 H 0.25 3.32 -2.69  0.318
23 H 1.07 2.65 -4.20  0.407
24 H 2.75 0.67 -2.39  0.240
25 H 2.02 0.40 -4.04  0.534
26 H 1.72 -0.71 -2.72  -0.153
27 H -1.39 1.61 -2.96  0.368
28 H -1.08 -0.14 -2.96  0.092
29 H -0.64 0.93 -4.31  0.507
30 H 1.21 5.24 1.97  0.576
31 H 2.10 5.11 0.39  0.350
32 H 2.97 5.48 1.91  0.458
33 H 1.28 2.49 3.52  0.308
34 H 1.91 4.12 3.80  0.392
35 H 3.00 2.70 3.64  0.340
36 H 3.83 2.97 0.25  0.331
37 H 3.98 2.05 1.77  0.440
38 H 4.38 3.76 1.71  0.401
39 H -2.92 2.89 0.16  0.410
40 H -3.44 3.72 1.63  0.472
41 H -2.81 2.07 1.68  0.279
42 H -1.51 4.92 -0.27  0.331
43 H -0.03 5.16 0.62  0.271
44 H -1.66 5.67 1.30  0.410
45 H -1.32 2.94 3.52  0.205
46 H -1.84 4.61 3.18  0.575
47 H -0.10 4.17 3.21  0.117
48 C -4.07 -0.69 -0.20  -1.300
49 Sb -2.08 -1.65 -0.12  0.307
50 C -2.58 -3.19 1.32  -1.232
51 C -2.21 -2.87 -2.06  -1.554
52 C -1.77 -4.30 -1.96  0.531
53 C -2.70 -5.24 -1.59  -0.236
54 C -2.35 -6.58 -1.39  -0.799
55 C -1.03 -6.94 -1.52  -0.456
56 C -0.02 -6.01 -1.80  -0.802
57 C -0.37 -4.66 -2.09  0.853
58 C 0.65 -3.66 -2.40  -1.617
59 Sb 1.28 -2.59 -0.47  0.646
60 C 1.10 -4.03 1.14  -1.157
61 C 3.51 -2.67 -0.47  -1.320
62 H -3.94 0.27 -0.72  0.356
63 H -4.46 -0.55 0.81  0.447
64 H -4.79 -1.24 -0.81  0.444
65 H -3.63 -3.51 1.09  0.401
66 H -2.48 -2.78 2.33  0.486
67 H -1.93 -4.07 1.20  0.304
68 H -1.66 -2.34 -2.80  0.518
69 H -3.29 -2.87 -2.33  0.690
70 H -3.79 -5.04 -1.44  0.309
71 H -3.14 -7.29 -1.15  0.439
72 H -0.78 -8.03 -1.47  0.341
73 H 1.04 -6.34 -1.85  0.395
74 H 0.34 -2.89 -3.07  0.507
75 H 1.60 -4.07 -2.76  0.844
76 H 0.78 -5.01 0.68  0.354
77 H 0.31 -3.73 1.81  0.197
78 H 2.04 -4.05 1.69  0.541
79 H 3.82 -3.69 -0.23  0.423
80 H 3.87 -1.97 0.31  0.360
81 H 3.83 -2.39 -1.47  0.432
82 Cl -0.98 0.22 2.85  -0.032
83 C 0.42 -0.73 3.58  -0.512
84 Cl 1.79 -0.36 2.51  -0.065
85 H 0.17 -1.79 3.51  0.384
86 H 0.67 -0.49 4.64  0.462